8
Properties=species:S:1:pos:R:3:forces:R:3:nbo_charge:R:1 method="wB97M-V/def2-TZVPD" homo_ev=-8.51 lumo_ev=-2.20 de_lowest_kj_mol=852.5 homo_lumo_gap_ev=6.307 spin_multiplicity=1 fmax_ev_per_a=4.3
C 0.999 -1.013 -0.130 0.2 -1.8 1.7 0.19
N -0.078 -0.330 -0.165 -1.8 1.2 -0.8 -0.69
N 1.872 -0.672 -1.107 3.3 0.9 -2.5 0.30
O 1.933 0.378 -1.700 -0.7 1.5 -0.9 -0.37
O 2.952 -1.449 -1.226 -0.9 -1.8 1.6 -0.36
S 4.263 -1.147 -2.153 -0.7 0.7 -0.1 0.14
H -0.583 0.293 -0.806 1.5 0.1 -0.7 0.40
H -0.717 -0.508 0.545 -0.9 -0.7 1.8 0.39